Entry from the Open Molecules 2025 dataset: C5H13N3 in the gas phase in a non-equilibrium geometry (wB97M-V/def2-TZVPD).

XYZ file:
```
21
Properties=species:S:1:pos:R:3:forces:R:3
C -0.024 -1.514 -0.107 0.29 0.71 -1.12
C -1.424 -1.132 -0.586 -0.28 0.35 3.44
C 0.845 -0.242 -0.316 -0.62 -2.14 -2.65
C 2.186 -0.498 0.251 0.48 -0.71 0.66
C 0.385 2.099 -0.224 1.17 -1.08 -0.20
N -1.654 0.247 -0.184 -1.60 -1.25 -2.94
N 0.180 0.762 0.333 2.41 4.01 1.63
N -2.367 0.530 0.876 -0.65 -0.19 0.85
H -0.210 -1.724 0.950 1.20 -0.44 -0.01
H 0.521 -2.236 -0.776 -1.07 -0.19 1.19
H -1.496 -1.418 -1.564 -0.58 0.45 -3.01
H -2.162 -1.713 -0.063 -0.49 -0.84 0.29
H 0.924 -0.130 -1.462 -0.14 0.23 1.12
H 1.944 -0.843 1.249 0.74 -0.15 0.43
H 2.748 0.384 0.290 0.81 1.51 0.36
H 2.842 -1.187 -0.280 -0.47 -0.47 -0.13
H -0.371 2.791 0.044 -0.59 0.76 1.23
H 1.423 2.467 -0.008 -0.89 -0.07 0.02
H 0.250 2.123 -1.292 0.37 -0.42 -0.91
H -2.488 -0.182 1.607 -0.07 0.12 -0.45
H -2.051 1.417 1.260 -0.04 -0.21 0.20
```
Forces are in eV/Å.

- spin multiplicity = 3
- ΔE to the lowest compared entry with this formula, charge and spin (kcal/mol) = 21.4
- expectation value of S² = 2.0091
- highest occupied orbital energy (spin up / spin down) (eV) = -5.85 / -8.48
- lowest unoccupied orbital energy (spin up / spin down) (eV) = 1.163 / -0.202

Atom charges from the Mulliken analysis, given in e for atoms 1 to 6: number 1, C, carries -0.765; number 2, C, carries -0.880; number 3, C, carries 0.459; number 4, C, carries -1.501; number 5, C, carries -0.910; number 6, N, carries -0.012

***

Entry from the Open Molecules 2025 dataset: a gas-phase ion, C5H13N3 (charge +2) in a non-equilibrium geometry (wB97M-V/def2-TZVPD).

XYZ file:
```
21
Properties=species:S:1:pos:R:3:forces:R:3
H -1.267 -2.738 1.907 -0.27 0.12 0.19
N -1.142 -2.160 1.080 0.39 -0.17 -0.69
C -1.427 -0.966 1.115 -0.09 2.77 0.15
C -1.159 0.034 -0.151 -2.52 -1.94 0.57
N -2.319 1.062 -0.212 2.41 -0.39 -0.42
C 0.106 0.719 -0.068 2.06 -1.22 -0.13
N 1.259 0.198 -0.316 -1.81 2.29 -0.19
C 2.433 1.083 -0.161 0.29 -0.50 1.26
C 1.474 -1.143 -0.776 -1.09 -1.41 -1.07
H -1.811 -0.257 1.885 0.01 -1.19 0.41
H -1.392 -0.603 -1.011 0.87 0.25 -0.20
H -2.746 1.349 0.632 -0.20 0.34 2.06
H -3.060 0.525 -0.642 -0.53 0.78 -1.35
H -1.889 1.934 -0.607 -1.55 -0.80 -0.64
H 0.193 1.679 0.368 -0.35 1.19 0.21
H 2.644 1.092 0.922 0.43 -0.03 -0.54
H 2.443 2.097 -0.548 -1.08 0.05 -0.13
H 3.136 0.563 -0.736 1.76 -0.53 -0.28
H 2.129 -1.647 -0.070 0.17 -0.08 -0.06
H 1.904 -1.136 -1.802 -0.04 0.09 0.75
H 0.490 -1.684 -0.809 1.15 0.39 0.11
```
Forces are in eV/Å.

- SMILES string = [H]/N=C/[C@@H]([NH3+])C=[N+](C)C
- ΔE to the lowest compared entry with this formula, charge and spin (kcal/mol) = 40.1
- net charge = +2
- highest occupied orbital energy (eV) = -18.49
- lowest unoccupied orbital energy (eV) = -9.235

Atom charges from the Mulliken analysis, given in e for atoms 1 to 6: number 1, H, carries 0.318; number 2, N, carries -0.381; number 3, C, carries -0.026; number 4, C, carries -0.343; number 5, N, carries -0.253; number 6, C, carries -0.262

***

Entry from the Open Molecules 2025 dataset: C5H13N3O in the gas phase in a non-equilibrium geometry (wB97M-V/def2-TZVPD).

XYZ file:
```
22
Properties=species:S:1:pos:R:3:forces:R:3
C -1.172 -0.456 2.205 0.63 0.07 -0.06
C -1.108 0.032 0.783 -3.80 -2.46 -0.41
O -1.448 1.365 0.718 1.36 1.16 0.06
N -1.282 -0.805 -0.209 0.52 0.27 1.75
C -0.347 -0.478 -1.238 0.26 0.51 0.16
N -0.711 0.552 -2.179 0.06 0.14 -0.81
N 0.850 -0.112 -0.394 1.13 0.52 0.73
C 1.708 -1.224 -0.039 -0.29 -0.06 -0.36
C 1.438 1.201 -0.346 0.07 0.85 -0.68
H -2.223 -0.545 2.484 -0.02 -0.01 -0.02
H -0.704 0.251 2.890 -0.03 0.05 -0.05
H -0.688 -1.425 2.286 -0.08 -0.05 0.04
H -2.384 1.503 0.530 0.25 -0.50 -0.33
H -0.075 -1.390 -1.795 -0.17 0.28 -0.04
H -1.068 0.159 -3.044 0.25 -0.06 0.17
H -1.430 1.180 -1.849 0.19 -0.08 0.37
H 1.152 -1.960 0.547 -0.02 -0.11 -0.05
H 2.582 -0.920 0.536 -0.21 0.24 0.04
H 2.086 -1.709 -0.941 0.10 -0.32 -0.13
H 0.873 1.895 0.279 -0.33 0.05 -0.12
H 2.429 1.228 0.108 0.10 -0.58 -0.15
H 1.522 1.657 -1.335 0.03 0.07 -0.10
```
Forces are in eV/Å.

- SMILES string = C/C(O)=N/[C@@H](N)N(C)C
- ΔE to the lowest compared entry with this formula, charge and spin (kcal/mol) = 91.2
- highest occupied orbital energy (eV) = -7.47
- lowest unoccupied orbital energy (eV) = 0.339

Atom charges from the Mulliken analysis, given in e for atoms 1 to 6: number 1, C, carries -1.184; number 2, C, carries 0.645; number 3, O, carries -0.499; number 4, N, carries -0.596; number 5, C, carries -0.037; number 6, N, carries -0.568

***

Entry from the Open Molecules 2025 dataset: 2 unconnected molecules or ions with the total composition C5H13N3O in a non-equilibrium geometry (wB97M-V/def2-TZVPD).

XYZ file:
```
22
Properties=species:S:1:pos:R:3:forces:R:3
H -1.607 -1.301 1.720 -0.20 0.33 0.34
N -2.165 -0.922 0.957 1.49 -0.02 -1.57
C -1.555 0.011 0.318 -1.01 1.93 3.94
C -2.241 0.755 -0.785 0.52 -0.34 -0.60
O -0.555 0.882 0.934 -1.07 -1.14 -1.44
C -0.242 0.714 2.311 -0.38 -0.49 -0.11
H -2.859 0.073 -1.376 0.23 0.09 0.08
H -1.497 1.253 -1.411 -0.19 0.02 -0.03
H -2.903 1.509 -0.353 0.22 -0.04 0.09
H 0.361 -0.186 2.478 0.04 0.12 0.04
H -1.156 0.623 2.909 0.01 0.03 -0.07
H 0.314 1.591 2.656 -0.04 -0.18 -0.37
H 1.926 -0.915 1.143 0.06 -0.04 0.02
N 2.384 -0.399 0.393 -0.32 0.36 -0.55
C 1.694 -0.476 -0.688 0.39 -1.31 0.96
C 2.221 0.142 -1.954 -0.18 0.04 0.03
N 0.544 -1.267 -0.792 1.20 1.01 -0.76
H 3.190 0.615 -1.780 -0.29 -0.07 0.18
H 2.363 -0.632 -2.714 -0.16 0.09 0.00
H 1.515 0.891 -2.321 0.05 -0.03 -0.14
H 0.176 -1.687 0.055 -0.11 0.04 -0.81
H 0.091 -1.272 -1.700 -0.26 -0.40 0.77
```
Forces are in eV/Å.

- SMILES string = [H]/N=C(/C)OC.[H]/N=C(/C)N
- ΔE to the lowest compared entry with this formula, charge and spin (kcal/mol) = 46.5
- highest occupied orbital energy (eV) = -9.11
- lowest unoccupied orbital energy (eV) = 0.826

Atom charges from the Mulliken analysis, given in e for atoms 1 to 6: number 1, H, carries 0.286; number 2, N, carries -0.650; number 3, C, carries 0.733; number 4, C, carries -1.175; number 5, O, carries -0.291; number 6, C, carries -0.790

***

Entry from the Open Molecules 2025 dataset: C5H13N3O in the gas phase in a non-equilibrium geometry (wB97M-V/def2-TZVPD).

XYZ file:
```
22
Properties=species:S:1:pos:R:3:forces:R:3
H -2.499 -0.986 0.885 0.21 -0.36 -0.21
N -2.594 -0.966 -0.135 1.43 1.08 -1.16
C -1.444 -0.803 -0.717 -1.42 -1.66 1.44
C -0.103 -1.107 -0.018 -0.56 0.05 -1.00
N 0.542 -2.257 -0.684 0.14 0.65 -0.35
C 0.779 0.175 -0.043 -0.60 0.63 -0.11
C 1.460 0.431 1.298 -0.54 0.41 0.19
N 1.778 0.129 -1.070 -0.69 0.23 -0.02
O -0.229 1.286 -0.493 1.19 -0.66 0.41
C -1.106 1.958 0.384 -0.20 0.55 0.76
H -1.423 -0.739 -1.816 -0.02 0.15 0.39
H -0.341 -1.415 1.006 0.11 0.27 0.00
H -0.146 -2.958 -0.947 -0.04 0.12 0.27
H 0.945 -1.916 -1.563 0.04 -0.36 0.47
H 0.721 0.728 2.049 0.07 -0.04 -0.09
H 2.198 1.237 1.236 -0.09 -0.14 -0.09
H 1.942 -0.474 1.683 -0.04 0.07 -0.36
H 1.304 0.146 -1.973 0.28 0.12 0.07
H 2.375 0.951 -1.012 -0.19 -0.17 -0.06
H -0.904 3.036 0.413 0.56 -0.13 0.06
H -1.092 1.589 1.416 0.20 -0.06 -0.09
H -2.164 1.953 0.100 0.14 -0.75 -0.52
```
Forces are in eV/Å.

- SMILES string = [H]/N=C\[C@@H](N)[C@@](C)(N)OC
- ΔE to the lowest compared entry with this formula, charge and spin (kcal/mol) = 57.4
- highest occupied orbital energy (eV) = -9.26
- lowest unoccupied orbital energy (eV) = 0.896

Atom charges from the Mulliken analysis, given in e for atoms 1 to 6: number 1, H, carries 0.271; number 2, N, carries -0.752; number 3, C, carries -0.034; number 4, C, carries -0.419; number 5, N, carries -0.638; number 6, C, carries 1.368

***

Q: The highest ΔE to the lowest compared entry with this formula, charge and spin belongs to which entry?
A: number 3